*w*
CH5N3OS | wB97M-V/def2-TZVPD

Summary:
E_LUMO ... 0.24 eV
HOMO-LUMO gap ... 0.3101 Eh
Spin multiplicity ... 1
HOMO ... -8.2 eV

CARTESIAN COORDINATES (ANGSTROEM)
S 2.1260 1.0977 1.2805
O 0.4221 -1.2873 -1.2494
N 0.9920 -1.0072 0.0061
N -0.3132 0.8949 0.3657
N -1.4331 0.2080 -0.1510
C 0.8438 0.2696 0.4105
H -0.5058 -1.4090 -0.9834
H 2.0931 -1.1441 -0.3649
H -0.2291 1.8350 0.7633
H -1.9957 0.9435 -0.7501
H -2.0001 -0.4011 0.6727

---

*x*
CH5N3OS | wB97M-V/def2-TZVPD

Summary:
E_LUMO ... -0.46 eV
HOMO-LUMO gap ... 0.3174 Eh
Spin multiplicity ... 1
HOMO ... -9.1 eV

CARTESIAN COORDINATES (ANGSTROEM)
S -2.5525 -0.4561 -0.0335
O 1.5904 -1.2596 -0.2130
N 1.3711 0.1503 -0.2530
N -0.3587 1.7307 -0.0231
N -0.7947 -0.5925 0.0744
C 0.0274 0.5534 0.0247
H -0.2402 -1.4578 -0.1567
H 0.5573 2.2150 -0.1881
H 1.9082 0.3743 1.0922
H 1.1662 -1.6607 0.6904
H -2.6744 0.4030 -1.0143

---

Stability ranking, top entry: *w*; the second entry is 0.0426 hartree less favorable.

---

*w*
C8H11N2O | wB97M-V/def2-TZVPD

Summary:
Total charge ... +1
E_LUMO ... -5.45 eV
HOMO-LUMO gap ... 0.2660 Eh
Spin multiplicity ... 1
HOMO ... -12.7 eV

CARTESIAN COORDINATES (ANGSTROEM)
O -1.4084 1.0545 -0.8804
N 2.2166 1.3977 0.1447
N -0.9213 -2.2043 0.5300
C -0.0413 -1.3157 0.9506
C -2.0780 0.6332 0.1289
C 0.8461 -0.5302 0.2476
C -2.5289 1.2721 1.1731
C 2.3076 -0.1493 -1.7040
C 1.3403 -0.9338 -1.0325
C 1.2647 0.6635 0.6952
C 2.6638 1.0600 -1.0142
H 0.8486 1.0856 1.5655
H 3.5413 1.6360 -1.4835
H -3.2646 0.7683 1.7417
H -0.0829 -1.0045 1.9782
H 2.9005 -0.5071 -2.5445
H -2.4730 -0.3648 -0.1204
H -2.1935 2.2670 1.3520
H -1.2969 2.0723 -0.9303
H -1.7331 -2.6182 0.9639
H 0.9860 -1.9215 -1.3431
H -0.8936 -2.3607 -0.4186

---

*x*
C8H11N2O | wB97M-V/def2-TZVPD

Summary:
Total charge ... +1
E_LUMO ... -3.87 eV
HOMO-LUMO gap ... 0.3412 Eh
Spin multiplicity ... 1
HOMO ... -13.2 eV

CARTESIAN COORDINATES (ANGSTROEM)
O 2.6469 -1.3986 -0.8555
N -0.0138 0.2378 0.5413
N 0.3141 -1.6974 -0.4419
C 1.3043 1.7075 -0.9298
C -0.5934 -0.9573 0.2420
C -2.1321 0.9541 1.5999
C -2.6075 -0.3089 1.2210
C 1.3746 -0.8776 -1.0217
C 1.3120 0.4059 -0.2174
C -0.7863 1.1067 1.2223
C -1.9125 -1.2541 0.5274
H 0.6188 1.7358 -1.8540
H -2.2964 -2.2627 0.2923
H -0.2668 1.9971 1.5850
H 1.1806 -0.6880 -2.0191
H 0.9606 2.6246 -0.3472
H -2.6716 1.6522 2.1524
H 2.0333 0.3772 0.6599
H 0.1404 -2.5370 -0.8950
H -3.6759 -0.5186 1.3435
H 2.7916 -2.0483 -1.5608
H 2.2791 1.7494 -1.2446

---

Stability ranking, top entry: *x*; the second entry is 0.0872 hartree less favorable.

---

*w*
C6H10O3 | wB97M-V/def2-TZVPD

Summary:
E_LUMO ... 0.43 eV
HOMO-LUMO gap ... 0.3292 Eh
Spin multiplicity ... 1
HOMO ... -8.5 eV

CARTESIAN COORDINATES (ANGSTROEM)
O 3.0886 -0.2822 -0.7189
O 0.8976 0.1226 -2.9058
O -1.0060 1.4854 -1.2309
C -1.0512 -0.7410 2.1767
C -0.5879 0.5800 2.2476
C -0.6589 1.3878 1.1421
C -1.2755 -0.5508 -0.2289
C -0.9649 0.7779 -0.1024
C -1.2672 -1.3229 0.9149
H 1.3802 -0.6846 -2.5637
H -0.4371 1.0845 -1.8826
H -0.4704 1.1009 3.1584
H 2.3552 -0.1598 -0.0350
H -0.6215 2.3960 0.9484
H -1.6206 -2.3468 0.6843
H 3.4920 -1.1201 -0.5985
H 1.6848 0.7195 -2.7996
H -1.5692 -1.0797 -1.1813
H -1.3680 -1.3666 2.9752

---

*x*
C6H10O3 | wB97M-V/def2-TZVPD

Summary:
E_LUMO ... 1.02 eV
HOMO-LUMO gap ... 0.4055 Eh
Spin multiplicity ... 1
HOMO ... -10.0 eV

CARTESIAN COORDINATES (ANGSTROEM)
O -0.7769 0.3106 -0.7516
O 1.2956 0.5832 0.2379
O 0.4696 -1.4500 -0.1233
C 2.0034 0.1153 -0.9045
C -0.6356 -0.2670 1.6950
C -1.2968 1.6054 -0.5462
C 1.5207 -1.3444 -1.0656
C 0.1226 -0.1483 0.2255
C -1.8532 -0.7313 1.8283
H -2.4342 -1.0567 0.9846
H 1.7321 0.7122 -1.7844
H 3.0692 0.2089 -0.7039
H -1.8337 1.6709 0.4051
H 1.1385 -1.5457 -2.0723
H -2.3045 -0.7980 2.8053
H 2.2825 -2.0813 -0.8017
H -0.0130 0.0822 2.5009
H -0.5004 2.3582 -0.5577
H -1.9861 1.7755 -1.3713

---

Stability ranking, top entry: *w*; the second entry is 0.0333 hartree less favorable.

---

*w*
C37H41NO4PRuS4SeSi2 | wB97M-V/def2-TZVPD

Summary:
Total charge ... -2
E_LUMO (alpha / beta) ... 4.16 / 3.91 eV
HOMO-LUMO gap (alpha / beta) ... 0.2231 / 0.2141 Eh
Spin multiplicity ... 2
HOMO (alpha / beta) ... -1.9 / -1.9 eV

CARTESIAN COORDINATES (ANGSTROEM)
Ru 0.5969 0.5799 -0.0413
Se -3.4405 -2.0000 -1.8879
S 1.3216 -1.4218 0.6932
S 0.9651 0.8554 2.2894
S 2.0685 -1.6358 3.6035
S 3.5178 0.8319 -1.2864
P 0.5160 0.0330 -2.4221
Si -0.2457 3.8829 -0.2597
Si -4.4701 -3.8905 -1.4686
O 3.5311 -0.5765 -1.5740
O 4.7744 1.4753 -1.0054
O 2.5331 1.2043 -0.2100
O -1.4975 -0.2366 0.7078
N -0.7847 2.2638 -0.0345
C -5.8927 -4.2642 -2.6698
C -1.9035 -3.2318 3.5593
C -4.8349 1.3171 0.6914
C 1.6534 1.1910 -3.3141
C -4.4836 2.6021 0.3122
C -1.9810 1.1321 -2.9454
C -1.2048 -0.3998 -4.6205
C -1.8860 -1.8987 3.9467
C 3.1793 3.2510 -4.4778
C -5.2597 -3.9720 0.2533
C 2.1217 -1.8782 -3.7606
C -0.7566 4.9996 1.1760
C -3.3307 -5.4076 -1.5675
C -1.8241 -3.5588 2.2132
C -3.3125 0.7212 -4.9000
C 1.2349 1.8370 -4.4770
C 1.9905 2.8469 -5.0588
C -3.8312 0.3660 0.8255
C 1.6028 -4.2270 -3.7701
C -1.6840 -1.2442 1.6577
C -3.1304 1.3638 -3.6872
C -1.7706 -0.8974 2.9956
C 1.0073 -1.6324 -2.9663
C 0.4858 -3.9829 -2.9842
C 1.5156 -0.7755 2.3181
C -1.0078 0.2598 -3.4073
C -2.3487 -0.1656 -5.3642
C 0.1840 -2.6902 -2.5810
C 1.6155 4.0192 -0.3436
C -0.8379 4.6360 -1.8938
C -1.7288 -2.5635 1.2516
C 2.8699 1.6038 -2.7557
C -3.1574 2.9316 0.0711
C 2.4180 -3.1725 -4.1615
C -2.5153 0.7149 0.6137
C 3.6177 2.6249 -3.3209
C -2.1085 2.0019 0.2272
H 1.8660 5.0697 -0.5306
H 2.0285 3.4332 -1.1653
H 1.8383 -5.2383 -4.0806
H 3.7607 4.0537 -4.9150
H 1.6315 3.3267 -5.9613
H 2.7717 -1.0622 -4.0456
H -2.5022 -0.6991 -6.2942
H -5.8690 1.0390 0.8449
H -1.8458 1.6089 -1.9856
H -4.4976 -3.9251 1.0358
H -0.1693 -4.7931 -2.6878
H -1.7012 -2.7841 0.1922
H -5.5232 -4.2512 -3.6983
H -0.7323 -2.5130 -2.0206
H -0.2045 4.2623 -2.7049
H 0.2917 1.5639 -4.9276
H -2.8826 -5.4664 -2.5633
H -5.2465 3.3614 0.1779
H 2.1082 3.6972 0.5740
H -4.0696 -0.6620 1.0625
H -2.5162 -5.3173 -0.8429
H -0.4701 -1.1115 -4.9768
H -2.9270 3.9376 -0.2550
H -3.8656 -6.3437 -1.3698
H -6.6580 -3.4880 -2.5855
H -6.3581 -5.2370 -2.4739
H -5.8424 -4.8906 0.3890
H -1.9286 -1.6343 4.9959
H -3.8970 2.0152 -3.2865
H -0.5406 6.0478 0.9466
H -1.8099 4.9158 1.4455
H 4.5407 2.9105 -2.8356
H -1.8704 4.3867 -2.1476
H -1.9718 -4.0135 4.3061
H -1.8464 -4.5960 1.9015
H -0.1663 4.7182 2.0525
H -1.7186 0.1453 3.2762
H -5.9263 -3.1163 0.3915
H -0.7427 5.7265 -1.8717
H -4.2220 0.8780 -5.4672
H 3.2940 -3.3582 -4.7714

---

*x*
C37H41NO4PRuS4SeSi2 | wB97M-V/def2-TZVPD

Summary:
Total charge ... -2
E_LUMO (alpha / beta) ... 4.08 / 4.08 eV
HOMO-LUMO gap (alpha / beta) ... 0.2184 / 0.2128 Eh
Spin multiplicity ... 2
HOMO (alpha / beta) ... -1.9 / -1.7 eV

CARTESIAN COORDINATES (ANGSTROEM)
Ru 0.7277 0.4314 0.6195
Se 2.4003 1.9521 1.6400
S 2.5970 -0.1507 -0.6701
S 4.0904 -2.6393 0.1682
S -0.4557 2.7847 -0.7477
S 1.7615 -1.3714 1.5999
P -2.4132 0.6427 -2.2440
Si 3.3530 1.4701 3.5986
Si -1.4512 0.2496 3.1955
O 0.1435 3.9837 -0.2223
O -0.3337 -1.4042 -0.7853
O 0.4533 1.8432 -1.4186
O -1.2987 2.0332 0.1854
N -0.9664 -0.4619 1.6982
C 0.5967 -1.3355 -2.9423
C 1.2537 -1.9416 -3.9983
C -1.6297 -1.5385 1.1877
C -2.3294 5.1530 -3.4197
C 2.3278 1.0025 5.1091
C 0.3432 -2.0642 -1.7893
C -3.2823 0.7297 3.2800
C -4.1510 0.5201 -1.6594
C 4.6137 0.0865 3.4721
C -3.1139 -3.6922 -0.0051
C -3.0906 -2.2194 -5.0809
C -5.5813 0.1239 0.2467
C -1.0600 -0.8754 4.6580
C -3.1307 -1.4580 -3.9239
C -2.4517 -1.7354 -6.2161
C -1.8331 -0.4951 -6.1703
C -1.8630 0.2616 -5.0058
C -2.3853 2.4343 -2.7359
C -1.5685 3.3297 -2.0446
C 0.7893 -3.3668 -1.6552
C -6.6940 0.1196 -0.5796
C -1.3375 -2.0597 -0.0943
C -2.0664 -3.0751 -0.6814
C -3.1622 2.9309 -3.7805
C 4.2462 3.0551 4.0764
C -6.5425 0.3231 -1.9464
C 1.6740 -3.2636 -3.8972
C -0.6067 1.8756 3.4699
C -3.1359 4.2731 -4.1295
C -2.6936 -2.2099 1.8437
C -3.4110 -3.2487 1.2742
C 1.4555 -3.9610 -2.7184
C -1.5449 4.6783 -2.3797
C -2.5356 -0.1937 -3.8731
C 2.9133 -1.4676 0.3472
C -4.3142 0.3256 -0.2887
C -5.2789 0.5192 -2.4799
H -7.6807 -0.0433 -0.1616
H -7.4085 0.3165 -2.5985
H -3.6182 -1.8540 -3.0388
H -5.1701 0.6518 -3.5500
H -2.4286 -2.3253 -7.1245
H 0.6429 -3.8935 -0.7218
H 0.4450 1.7569 3.6972
H -0.8964 5.3318 -1.8123
H -4.2127 -3.7096 1.8415
H -3.4491 1.5759 2.6069
H 3.5460 3.8934 4.0904
H -3.7412 4.6271 -4.9559
H -1.1933 -0.3441 5.6059
H 1.7806 0.0702 4.9490
H 1.8282 -4.9718 -2.6064
H -3.5499 -3.2007 -5.0916
H -2.9554 -1.8995 2.8437
H 4.6944 2.9510 5.0698
H 5.0346 3.2964 3.3597
H 4.0945 -0.8714 3.3895
H 0.3015 -0.2943 -2.9704
H -1.0893 2.4104 4.2966
H -0.0155 -1.1924 4.5868
H -3.4401 0.3316 0.3536
H -1.3443 1.2125 -4.9760
H -3.7906 2.2535 -4.3460
H 5.2675 0.0583 4.3521
H 3.0135 0.8549 5.9506
H 2.1873 -3.7389 -4.7244
H -3.5268 1.0499 4.2982
H -1.3178 -0.1123 -7.0435
H -2.3042 6.2042 -3.6811
H 1.6038 1.7715 5.3827
H -3.9802 -0.0590 3.0001
H -5.6889 -0.0451 1.3098
H -3.6613 -4.5040 -0.4671
H 1.4587 -1.3695 -4.8953
H -1.6737 -1.7786 4.6841
H -0.6732 2.4955 2.5738
H -1.8070 -3.3962 -1.6822
H 5.2288 0.1936 2.5765

---

Stability ranking, top entry: *w*; the second entry is 0.0462 hartree less favorable.